Record 1
Formula: C7H6ClNO3
Source: the OMol25 dataset
Level of theory: ωB97M-V with the def2-TZVPD basis set

Last columns: bonded neighbours and bond lengths (Å).
CARTESIAN COORDINATES (ANGSTROEM)
1 C 1.009 1.353 1.344  C2 1.414, C3 1.338, H13 1.124
2 C 1.028 1.595 -0.049  C1 1.414, C4 1.328, H14 1.086
3 C 0.497 0.200 1.791  C1 1.338, C6 1.496, H15 1.167
4 C 0.604 0.770 -0.999  C2 1.328, C7 1.604, H16 1.039
5 C -1.770 0.123 -0.536  C7 1.536, O10 1.188, Cl12 1.749
6 C 0.040 -0.830 0.808  C3 1.496, C7 1.487, H17 1.038, H18 1.188
7 C -0.347 -0.451 -0.578  C4 1.604, C5 1.536, C6 1.487, N8 1.478
8 N -0.182 -1.560 -1.541  C7 1.478, O9 1.170, O11 1.172
9 O -0.551 -1.261 -2.611  N8 1.170
10 O -2.092 1.261 -0.648  C5 1.188
11 O 0.505 -2.461 -1.244  N8 1.172
12 Cl -2.957 -1.153 -0.388  C5 1.749
13 H 1.322 2.166 2.054  C1 1.124
14 H 1.650 2.460 -0.260  C2 1.086
15 H 0.483 -0.109 2.916  C3 1.167
16 H 0.629 0.824 -2.037  C4 1.039
17 H 0.904 -1.388 0.670  C6 1.038
18 H -0.771 -1.538 1.310  C6 1.188

Summary:
Orbital gap   9.3209 eV
SMILES string   O=C(Cl)[C@@]1([N+](=O)[O-])C=CC=CC1
Max |F|   4.31 eV/A
Energy above the lowest of the compared OMol25 structures with the same formula, charge and spin   1.103 eV
E   -1010.84527 hartree



Record 2
Formula: C7H6F2O
Source: the OMol25 dataset
Level of theory: ωB97M-V with the def2-TZVPD basis set

Last columns: bonded neighbours and bond lengths (Å).
CARTESIAN COORDINATES (ANGSTROEM)
1 C 1.600 0.002 -1.142  C2 1.398, C3 1.363, H11 1.070
2 C 0.827 -1.115 -1.471  C1 1.398, C4 1.400, H12 1.116
3 C 1.394 0.722 -0.003  C1 1.363, C5 1.374, H13 1.127
4 C -0.191 -1.519 -0.598  C2 1.400, C6 1.392, H14 1.084
5 C 0.295 0.479 0.786  C3 1.374, C6 1.366, H15 1.031
6 C -0.464 -0.590 0.402  C4 1.392, C5 1.366
7 C -3.910 0.125 0.084  O8 1.126, F9 1.275, F10 1.330
8 O -2.899 0.056 -0.407  C7 1.126
9 F -4.854 0.949 -0.149  C7 1.275
10 F -4.127 -0.435 1.271  C7 1.330
11 H 2.422 0.229 -1.787  C1 1.070
12 H 0.890 -1.460 -2.530  C2 1.116
13 H 2.091 1.563 0.272  C3 1.127
14 H -0.959 -2.248 -0.829  C4 1.084
15 H 0.132 1.025 1.645  C5 1.031
16 H -1.696 -1.178 1.489  no bonds

Summary:
Orbital gap   9.8465 eV
Max |F|   5.81 eV/A
Energy above the lowest of the compared OMol25 structures with the same formula, charge and spin   1.135 eV
E   -545.17966 hartree



> max |F| of number 2 (C7H6F2O)?

5.81 eV/A